*P*
# C3H6N2O

A 2-piece molecular cluster, C3H6N2O overall (wB97M-V/def2-TZVPD, the OMol25 dataset).

Net charge = +1
Frontier orbital gap (spin up / spin down) = 8.177 / 6.965 eV
Multiplicity = 2

Geometry as XYZ:
```
12
C3H6N2O wB97M-V/def2-TZVPD
C -0.307 -0.516 0.737
C -1.469 -0.848 -0.004
N -2.125 0.196 -0.598
C -0.944 0.756 -0.759
N -0.026 0.840 0.333
H -0.081 -0.750 1.772
H -1.798 -1.873 -0.231
H -0.556 0.871 -1.777
H -0.464 1.390 1.092
H 1.963 0.272 0.227
H 3.034 -0.117 -0.856
O 2.774 -0.220 0.063
```



*Q*
# C3H6N2O

A 2-piece molecular cluster, C3H6N2O overall (wB97M-V/def2-TZVPD, the OMol25 dataset).

Net charge = +1
Frontier orbital gap (spin up / spin down) = 11.493 / 6.778 eV
Multiplicity = 2

Geometry as XYZ:
```
12
C3H6N2O wB97M-V/def2-TZVPD
H 0.761 0.273 1.424
O 1.590 -0.006 2.496
N 0.255 0.140 0.432
H 0.963 -0.522 3.068
C -0.393 -0.999 -0.030
C 0.089 1.120 -0.430
C -0.906 -0.676 -1.237
N -0.510 0.610 -1.506
H -0.725 1.083 -2.372
H 0.570 2.095 -0.417
H -1.449 -1.232 -1.996
H -0.246 -1.886 0.567
```



Order of stability, best first: *Q*, *P*



*P*
# C6H18O3S3

A 3-piece molecular cluster, C6H18O3S3 overall (wB97M-V/def2-TZVPD, the OMol25 dataset).

Frontier orbital gap = 8.626 eV

Geometry as XYZ:
```
30
C6H18O3S3 wB97M-V/def2-TZVPD
C -0.727 -5.028 3.917
S -1.937 -4.033 2.898
O -1.733 -2.532 3.323
C -1.150 -4.165 1.230
H 0.314 -4.673 3.570
H -1.264 -6.113 3.868
H -1.089 -4.769 4.934
H -1.290 -5.126 0.994
H -0.018 -4.119 1.295
H -1.576 -3.360 0.726
C 1.577 1.809 -3.599
S 2.986 2.433 -2.575
O 4.088 2.298 -3.584
C 2.592 4.167 -2.362
H 0.599 1.771 -2.934
H 1.610 0.830 -4.097
H 1.423 2.492 -4.297
H 3.296 4.864 -1.854
H 1.588 4.194 -1.898
H 2.661 4.554 -3.312
C -0.661 0.216 0.302
S -0.414 1.794 1.051
O 0.632 2.499 0.104
C -1.980 2.429 0.599
H 0.072 -0.270 0.078
H -1.127 0.352 -0.742
H -1.356 -0.403 0.942
H -2.120 2.416 -0.495
H -2.219 3.474 0.684
H -2.778 1.997 1.235
```



*Q*
# C6H18O3S3

A 3-piece molecular cluster, C6H18O3S3 overall (wB97M-V/def2-TZVPD, the OMol25 dataset).

Frontier orbital gap = 9.026 eV

Geometry as XYZ:
```
30
C6H18O3S3 wB97M-V/def2-TZVPD
C -13.869 27.195 15.690
S -13.088 26.252 17.070
O -12.817 27.257 18.161
C -14.651 25.445 17.611
H -13.036 27.772 15.284
H -14.584 27.889 16.124
H -14.289 26.554 14.920
H -15.036 24.682 16.932
H -15.547 26.049 17.752
H -14.405 24.948 18.550
C -16.925 26.067 20.742
S -16.759 26.654 22.480
O -17.723 25.968 23.408
C -15.099 26.065 22.915
H -17.978 26.001 20.464
H -16.410 25.130 20.544
H -16.612 26.872 20.072
H -15.048 25.001 22.668
H -14.966 26.125 23.990
H -14.373 26.629 22.335
C -18.020 27.318 16.074
S -18.068 25.595 15.489
O -16.632 25.248 15.273
C -18.675 25.918 13.802
H -17.426 27.901 15.358
H -17.417 27.298 16.978
H -18.958 27.872 16.072
H -19.725 26.145 13.624
H -18.469 25.016 13.229
H -18.041 26.743 13.476
```



Order of stability, best first: *Q*, *P*



*P*
# C5H12BrN2

An isolated ion of composition C5H12BrN2 and charge +1 (wB97M-V/def2-TZVPD, the OMol25 dataset).

Net charge = +1
Frontier orbital gap (spin up / spin down) = 8.376 / 8.379 eV

Geometry as XYZ:
```
20
C5H12BrN2 wB97M-V/def2-TZVPD
C -0.933 0.300 -0.576
C -0.848 0.893 1.749
C 0.379 -0.449 -0.255
C 1.603 0.451 -0.481
C 0.469 -1.686 -1.152
N 0.390 -0.754 1.162
N -1.030 1.414 0.416
Br -0.438 -2.265 1.766
H -0.954 0.687 -1.595
H -1.779 -0.375 -0.425
H -1.693 0.379 2.175
H -0.199 1.428 2.416
H 2.502 -0.147 -0.362
H 1.661 1.250 0.253
H 1.602 0.865 -1.485
H 0.619 -1.384 -2.184
H -0.435 -2.286 -1.090
H 1.312 -2.299 -0.846
H -0.285 2.092 0.202
H -1.941 1.884 0.313
```



*Q*
# C5H12BrN2

An isolated ion of composition C5H12BrN2 and charge +1 (wB97M-V/def2-TZVPD, the OMol25 dataset).

Net charge = +1
Frontier orbital gap = 9.983 eV

Geometry as XYZ:
```
20
C5H12BrN2 wB97M-V/def2-TZVPD
C -0.717 -1.926 -0.520
C -0.050 -0.703 -0.010
N 0.984 -0.856 0.828
C 2.100 0.010 1.240
Br 3.233 0.635 -0.490
N -0.670 0.413 -0.282
C -1.761 0.677 -1.133
C -0.215 1.657 0.393
H -0.376 -2.937 -0.191
H -0.681 -1.980 -1.594
H -1.833 -1.796 -0.456
H 1.296 -1.867 0.947
H 1.908 0.915 1.803
H 2.825 -0.560 1.874
H -1.930 1.759 -1.143
H -1.472 0.331 -2.155
H -2.579 0.118 -0.885
H -0.146 1.605 1.576
H 0.802 1.921 0.244
H -0.717 2.586 -0.047
```



Order of stability, best first: *Q*, *P*



*P*
# C6H15N2O

An isolated ion of composition C6H15N2O and charge +1 (wB97M-V/def2-TZVPD, the OMol25 dataset).

Net charge = +1
Frontier orbital gap = 11.079 eV

Geometry as XYZ:
```
24
C6H15N2O wB97M-V/def2-TZVPD
C 1.775 1.563 0.007
C 1.401 0.325 -0.795
C -0.122 0.088 -0.784
N -0.632 -0.918 -1.648
C -0.753 1.620 -1.003
O -1.251 2.192 -0.129
N -0.521 -0.356 0.911
C -1.865 -1.032 0.842
C 0.465 -1.262 1.400
H 1.424 2.443 -0.610
H 2.827 1.828 0.392
H 1.205 1.620 0.879
H 1.891 -0.656 -0.523
H 1.545 0.591 -1.840
H -1.452 -0.728 -2.204
H -0.356 -1.865 -1.616
H -0.706 1.986 -2.047
H -0.653 0.610 1.483
H -1.885 -2.038 0.172
H -2.224 -1.164 1.889
H -2.506 -0.266 0.389
H 0.813 -2.099 0.747
H 1.494 -0.784 1.711
H 0.087 -1.697 2.379
```



*Q*
# C6H15N2O

A 2-piece molecular cluster, C6H15N2O overall (wB97M-V/def2-TZVPD, the OMol25 dataset).

Net charge = +1
Frontier orbital gap = 6.468 eV

Geometry as XYZ:
```
24
C6H15N2O wB97M-V/def2-TZVPD
C -0.464 1.456 -1.235
C 1.529 2.882 -0.739
C 0.633 -2.486 0.584
C -1.470 -2.511 1.815
C 0.528 2.392 -1.794
C -0.379 -0.215 1.103
N -0.531 0.269 2.194
N -0.663 -1.841 0.797
O -0.926 0.436 -1.896
H -0.916 1.623 -0.268
H 2.146 2.058 -0.393
H 1.012 3.307 0.114
H 2.174 3.641 -1.168
H 1.202 -2.466 1.517
H 0.508 -3.525 0.276
H 1.190 -1.950 -0.179
H -0.913 -2.549 2.751
H -2.397 -1.962 1.969
H -1.709 -3.531 1.512
H 1.049 1.961 -2.652
H -0.033 3.269 -2.144
H -0.498 0.313 -2.763
H -0.814 -0.085 3.098
H -1.177 -1.809 -0.086
```



Order of stability, best first: *P*, *Q*



*P*
# C6H15N2O

An isolated ion of composition C6H15N2O and charge +1 (wB97M-V/def2-TZVPD, the OMol25 dataset).

Net charge = +1
Frontier orbital gap = 10.699 eV

Geometry as XYZ:
```
24
C6H15N2O wB97M-V/def2-TZVPD
N 2.668 -0.918 0.176
C 2.173 0.362 0.654
C 1.255 1.002 -0.377
N -0.140 0.432 -0.424
C -0.265 -1.068 -0.317
C -1.712 -1.435 -0.604
O -2.602 -0.816 0.287
C -2.497 0.584 0.227
C -1.085 1.036 0.569
H 3.010 -1.491 0.933
H 3.422 -0.790 -0.483
H 2.957 1.094 0.869
H 1.638 0.219 1.594
H 1.145 2.067 -0.177
H 1.676 0.886 -1.374
H -0.523 0.657 -1.344
H 0.016 -1.346 0.694
H 0.422 -1.530 -1.018
H -1.831 -2.510 -0.509
H -1.955 -1.169 -1.645
H -2.765 0.947 -0.776
H -3.199 1.000 0.944
H -1.001 2.121 0.545
H -0.805 0.666 1.553
```



*Q*
# C6H15N2O

A 2-piece molecular cluster, C6H15N2O overall (wB97M-V/def2-TZVPD, the OMol25 dataset).

Net charge = +1
Frontier orbital gap = 11.156 eV

Geometry as XYZ:
```
24
C6H15N2O wB97M-V/def2-TZVPD
C 0.866 -2.224 0.316
C -2.721 0.376 -1.196
C -0.248 -0.898 1.949
C 2.696 0.735 0.667
C -1.430 0.890 -1.807
C 0.616 0.762 -0.419
N -0.547 1.285 -0.781
N 0.463 -1.107 0.706
O 1.481 1.302 0.419
H 1.394 -2.292 -0.525
H 0.774 -3.118 0.864
H -3.086 1.092 -0.469
H -3.382 0.099 -1.965
H -2.558 -0.465 -0.626
H -0.638 -1.839 2.343
H -0.877 -0.015 2.047
H 0.639 -0.694 2.625
H 2.938 0.201 -0.190
H 2.648 0.082 1.556
H 3.366 1.607 0.765
H -0.781 0.267 -2.468
H -1.683 1.803 -2.426
H 1.060 0.229 -1.213
H -0.989 1.923 -0.171
```



Order of stability, best first: *P*, *Q*



*P*
# C8H12N2O2S

One molecule with the formula C8H12N2O2S (wB97M-V/def2-TZVPD, the OMol25 dataset).

Frontier orbital gap = 9.652 eV

Geometry as XYZ:
```
25
C8H12N2O2S wB97M-V/def2-TZVPD
C -1.932 0.226 -0.226
C -1.460 1.135 0.609
C -1.037 -0.577 -1.213
C -1.755 -1.145 -3.321
C 0.003 1.363 0.940
C 0.573 -1.253 0.575
C 1.086 0.435 0.316
C 2.378 0.545 1.091
N -1.991 -1.227 -2.097
N -0.136 -1.545 -0.627
O -0.232 0.402 -1.879
O 1.762 1.839 -1.834
S 1.389 0.483 -1.518
H -3.014 -0.052 -0.418
H -2.115 1.693 1.097
H -2.632 -1.540 -3.971
H -0.933 -0.773 -3.805
H 0.355 2.365 0.675
H -0.006 1.263 1.972
H 1.526 -1.715 0.669
H -0.164 -1.253 1.477
H 2.768 -0.328 1.510
H 2.110 1.179 1.960
H 3.055 0.993 0.435
H -0.564 -2.437 -0.642
```



*Q*
# C8H12N2O2S

One molecule with the formula C8H12N2O2S (wB97M-V/def2-TZVPD, the OMol25 dataset).

Frontier orbital gap (spin up / spin down) = 7.754 / 6.601 eV

Geometry as XYZ:
```
25
C8H12N2O2S wB97M-V/def2-TZVPD
C -0.360 1.346 0.810
C 0.458 0.927 1.766
C -0.631 0.851 -0.533
C -2.061 1.983 -2.055
C 1.274 -0.318 1.707
C -1.861 -1.211 0.186
C 1.390 -0.777 0.285
C 1.509 -2.211 -0.124
N -1.882 1.434 -0.906
N -0.775 -0.613 -0.347
O 0.368 1.025 -1.454
O 2.566 1.476 -0.019
S 1.996 0.430 -0.835
H -0.847 2.395 0.917
H 0.598 1.549 2.571
H -2.971 2.514 -2.131
H -1.355 1.835 -2.834
H 2.217 -0.138 2.191
H 0.700 -0.965 2.300
H -2.038 -2.242 -0.256
H -2.680 -0.720 0.767
H 0.551 -2.642 0.171
H 2.548 -2.636 0.086
H 1.573 -2.191 -1.217
H -0.286 -1.100 -1.046
```



Order of stability, best first: *P*, *Q*



*P*
# CH2O3S

CH2O3S as an isolated structure (wB97M-V/def2-TZVPD, the OMol25 dataset).

Frontier orbital gap = 10.205 eV

Geometry as XYZ:
```
7
CH2O3S wB97M-V/def2-TZVPD
C 0.217 -0.385 -0.302
O 3.616 -0.561 0.749
O 1.166 -1.116 -0.509
O 2.183 1.172 0.111
S 2.969 0.082 -0.388
H 0.206 0.722 -0.514
H -0.761 -0.579 0.060
```



*Q*
# CH2O3S

One molecule with the formula CH2O3S (wB97M-V/def2-TZVPD, the OMol25 dataset).

Frontier orbital gap = 12.231 eV

Geometry as XYZ:
```
7
CH2O3S wB97M-V/def2-TZVPD
O -2.685 1.228 0.297
S -2.036 0.002 0.002
O -2.667 -1.235 0.303
C -0.293 0.006 -0.013
O -1.197 -0.009 -1.348
H 0.240 -0.927 0.044
H 0.261 0.928 0.004
```



Order of stability, best first: *P*, *Q*



*P*
# C5H5Br

A 2-piece molecular cluster, C5H5Br overall (wB97M-V/def2-TZVPD, the OMol25 dataset).

Frontier orbital gap = 9.521 eV

Geometry as XYZ:
```
11
C5H5Br wB97M-V/def2-TZVPD
C -2.185 -0.385 1.700
C -1.597 -0.116 0.665
C 1.764 0.966 -0.373
C 0.925 -0.129 -0.255
C -0.322 -0.392 -0.962
Br -0.604 -2.209 -1.412
H -2.416 -0.191 2.688
H 2.641 1.266 0.251
H 1.406 1.838 -0.947
H 1.042 -0.884 0.461
H -0.655 0.236 -1.816
```



*Q*
# C5H5Br

C5H5Br as an isolated structure (wB97M-V/def2-TZVPD, the OMol25 dataset).

Frontier orbital gap = 10.274 eV

Geometry as XYZ:
```
11
C5H5Br wB97M-V/def2-TZVPD
C -0.131 -0.729 2.347
C -0.638 -0.254 1.290
C 0.187 0.168 -1.016
C 1.440 -0.086 -0.684
C -0.939 0.321 -0.035
Br 2.815 -0.250 -1.970
H 1.775 -0.223 0.331
H -1.430 -0.487 2.167
H -0.079 0.299 -2.055
H -1.838 -0.150 -0.452
H -1.163 1.392 0.078
```



Order of stability, best first: *Q*, *P*